21
Properties=species:S:1:pos:R:3 method="wB97M-V/def2-TZVPD" e_above_lowest_kj_mol=124.6 e_homo_ev=-9.20 smiles=CC(C)[C@@H](N)CN
N -0.98 1.73 0.61
N -2.74 -0.68 -0.06
C 1.11 0.33 0.31
C 1.60 0.83 -1.07
C 1.84 -1.11 0.38
C -1.26 -0.62 -0.25
C -0.41 0.28 0.63
H 1.17 0.11 -1.82
H 1.68 -1.43 1.44
H -0.90 -1.61 0.04
H -3.20 -1.56 -0.15
H 2.66 0.74 -1.13
H -0.99 -0.44 -1.32
H -1.03 2.04 1.50
H -1.93 1.70 0.19
H 1.32 -1.88 -0.18
H -0.53 -0.17 1.64
H 2.94 -1.14 0.16
H -3.18 0.03 -0.68
H 1.31 1.82 -1.32
H 1.51 1.03 1.07